# C5H8O2

A 2-piece molecular cluster, C5H8O2 overall (ωB97M-V/def2-TZVPD, the Open Molecules 2025 dataset).

Element x y z (Å)
H1 -1.300 2.034 0.999
H2 2.808 0.462 -0.442
H3 -2.943 0.890 -0.446
H4 0.214 -0.316 1.618
H5 -1.651 0.670 -1.747
O1 2.100 0.318 0.196
C1 0.273 -1.038 0.807
C2 -1.917 1.055 -0.765
H6 1.991 -1.725 -0.248
C3 -0.895 -1.909 0.503
C4 1.365 -0.819 -0.209
H7 0.007 1.804 -0.286
C5 -1.031 1.671 0.010
O2 0.056 -2.424 1.218
H8 0.923 -0.674 -1.208

Atomic forces in eV per Å
0.0 0.0 -0.1
-0.1 0.0 0.1
0.1 0.1 0.0
0.0 -0.2 -0.1
0.0 0.1 0.1
0.3 0.0 -0.1
0.1 0.2 0.0
0.1 0.1 0.1
-0.1 0.2 0.0
0.4 -0.1 0.2
-0.2 -0.3 -0.1
-0.2 0.0 0.0
-0.1 -0.1 -0.1
-0.3 0.0 -0.1
0.1 0.0 0.1

As for the multiplicity: 1. The electronic energy comes out at -9404.8612 eV. The value obtained for the lowest unoccupied orbital energy is 0.7 eV. For the HOMO energy, the calculation gives -9.567 eV. The energy above the lowest of the compared OMol25 structures with the same formula, charge and spin is 114.6 kcal/mol.

Here are the Löwdin charges for atoms 1 to 2, given in e: number 1, H, carries 0.06; number 2, H, carries 0.10